Record 1
44
Properties=species:S:1:pos:R:3:forces:R:3 method="wB97M-V/def2-TZVPD" lumo_energy_ev=0.3 smiles="O=C(CSc1ncnc2scc(-c3ccccc3)c12)N[C@@H]1CCS(=O)(=O)C1"
O -0.313 -1.482 -1.608 0.25 -0.10 -0.21
C -1.301 -1.140 -0.999 -0.40 -0.06 0.15
N -2.357 -0.529 -1.577 -0.30 -0.01 -0.14
H -3.140 -0.189 -1.032 0.20 -0.18 0.21
C -2.357 -0.171 -2.978 0.69 -0.29 -0.13
C -3.777 -0.237 -3.500 -0.09 0.70 0.42
H -3.845 -0.093 -4.573 0.01 0.10 -0.10
H -4.317 -1.123 -3.187 -0.14 0.01 0.07
S -4.483 1.227 -2.662 -0.32 0.17 -0.43
O -5.492 1.872 -3.450 0.06 0.12 -0.33
O -4.839 0.837 -1.319 0.13 -0.17 0.36
C -2.937 2.206 -2.596 -0.49 -0.39 -0.11
C -1.886 1.283 -3.185 0.39 -0.29 -0.08
H -0.916 1.418 -2.708 -0.02 0.01 -0.07
H -1.771 1.464 -4.255 0.02 0.03 -0.02
H -3.089 3.118 -3.162 -0.10 0.07 -0.02
H -2.760 2.433 -1.549 -0.08 -0.01 0.11
H -1.672 -0.860 -3.485 -0.23 0.13 0.02
C -1.515 -1.422 0.482 0.64 0.14 0.20
H -1.925 -2.424 0.613 -0.01 0.01 0.00
H -2.166 -0.683 0.945 -0.08 -0.07 -0.09
S 0.081 -1.443 1.346 -0.37 -0.40 0.02
C 0.654 0.135 0.882 -0.07 0.08 0.00
N -0.205 0.928 0.255 -0.11 -0.20 0.25
C 0.225 2.107 -0.167 0.13 0.27 -0.09
N 1.445 2.582 -0.079 0.19 0.54 -0.21
C 2.308 1.796 0.551 -0.11 -0.49 0.28
C 1.977 0.548 1.120 -0.11 0.60 -0.36
C 3.103 -0.077 1.740 0.46 0.17 -0.01
C 4.222 0.679 1.599 -0.25 0.11 -0.14
S 3.984 2.172 0.753 -0.19 -0.19 0.04
H 5.201 0.450 1.972 0.17 -0.11 0.14
C 3.072 -1.353 2.465 0.10 -0.14 0.14
C 2.203 -1.527 3.538 0.17 0.00 0.04
C 2.190 -2.721 4.234 -0.06 0.00 0.08
C 3.041 -3.750 3.866 0.00 -0.08 0.02
C 3.912 -3.579 2.803 0.08 -0.09 0.02
C 3.934 -2.384 2.108 -0.05 0.03 0.00
H 4.608 -2.249 1.275 0.03 0.01 -0.09
H 4.578 -4.379 2.516 0.05 -0.07 -0.02
H 3.026 -4.684 4.408 0.00 -0.07 0.04
H 1.516 -2.848 5.067 -0.06 -0.01 0.08
H 1.551 -0.719 3.834 -0.07 0.07 0.02
H -0.507 2.744 -0.645 -0.07 0.07 -0.06

***

Record 2
12
Properties=species:S:1:pos:R:3:forces:R:3 method="wB97M-V/def2-TZVPD" lumo_energy_ev=-4.3 smiles="[NH3+][C@]1(O)C2=C[C@H]21" charge=+1
C -1.009 -1.781 -0.467 -0.47 0.23 0.74
C -1.268 -0.468 -0.828 -0.23 0.60 -0.31
C -0.252 -1.092 0.509 -0.09 -1.50 0.44
C 0.160 -0.004 -0.393 -1.14 -2.19 1.51
N 0.241 1.381 0.211 -0.04 3.25 -2.84
O 1.142 -0.323 -1.297 0.73 1.73 0.02
H -1.533 -2.755 -0.582 0.68 0.96 0.13
H -0.327 -1.242 1.605 -0.01 0.62 -0.63
H 0.632 2.056 -0.581 -0.91 -1.61 1.69
H 0.761 1.689 1.042 0.60 -1.28 0.00
H -0.717 1.781 0.412 0.66 -0.95 -0.63
H 0.970 -1.231 -1.575 0.22 0.14 -0.12

***

Record 3
36
Properties=species:S:1:pos:R:3:forces:R:3 method="wB97M-V/def2-TZVPD" s2=0.75 multiplicity=2 lumo_energy_ev="0.5 / -1.3"
H 1.331 -3.048 -1.129 0.03 0.24 0.10
N 1.012 -0.986 -0.779 0.75 0.16 -0.76
B 1.005 1.550 -0.902 -0.49 -1.41 0.11
N 1.513 0.156 -1.373 0.06 -0.70 0.19
C 2.406 -0.179 -2.330 -0.41 -0.46 0.62
Cu -0.390 -0.865 0.805 2.30 -1.82 -3.37
H 2.918 0.597 -2.888 -0.13 -0.24 0.06
C 2.489 -1.567 -2.360 -0.10 0.31 0.07
H 3.112 -2.161 -2.997 0.08 -0.10 -0.14
C 1.593 -2.033 -1.383 0.12 1.06 -0.09
H 1.501 2.458 -1.497 0.01 0.03 0.12
C -1.909 -1.068 2.281 -0.49 0.11 1.29
H -1.646 -2.123 2.114 0.07 0.40 -0.06
H -2.869 -0.861 1.797 0.34 0.15 0.12
H -2.007 -0.966 3.374 -0.04 0.14 -0.44
N 1.276 1.558 0.630 -0.36 -0.93 1.36
N -0.538 1.472 -1.091 -1.10 -0.49 0.28
N 0.779 0.519 1.413 1.32 2.25 1.16
N -1.261 0.469 -0.470 -0.99 1.32 -0.79
C 1.950 2.411 1.421 -0.53 -0.63 0.03
C -1.377 2.235 -1.825 -0.21 -0.59 0.61
H 2.415 3.279 0.982 0.02 -0.01 0.12
H -1.009 3.072 -2.400 -0.03 -0.11 0.08
C 1.877 1.957 2.733 -0.09 -0.16 0.09
C -2.666 1.745 -1.653 0.03 0.08 -0.08
C 1.130 0.770 2.693 0.31 0.82 -1.53
C -2.553 0.640 -0.794 1.16 0.74 -0.48
H 2.289 2.420 3.608 0.12 0.08 0.06
H -3.562 2.140 -2.092 -0.09 0.02 -0.07
H 0.820 0.106 3.486 0.11 0.05 -0.05
H -3.328 -0.020 -0.418 0.25 0.08 -0.09
H -1.134 -0.238 2.052 -1.63 -0.42 1.25
O -1.110 -3.274 -1.505 -0.40 -0.16 1.93
N -1.328 -3.373 -0.287 -0.20 -0.13 -0.15
O -2.310 -3.943 0.211 1.35 0.86 -0.70
O -0.419 -2.850 0.575 -1.14 -0.53 -0.85

***

Record 4
48
Properties=species:S:1:pos:R:3:forces:R:3 method="wB97M-V/def2-TZVPD" lumo_energy_ev=0.8 smiles=COc1cccc(OC)c1Nc1nc(C)nc2c1nnn2Cc1ccccc1Cl
C -0.944 -2.309 -3.206 -0.15 0.05 -0.23
H -1.983 -2.390 -2.889 0.06 0.01 -0.06
O -0.178 -2.453 -2.034 0.48 -0.15 0.23
C 1.167 -2.286 -2.119 0.22 -0.20 0.14
C 1.887 -2.238 -3.308 -0.21 0.01 -0.10
C 3.267 -2.170 -3.279 -0.07 -0.02 0.08
C 3.963 -2.160 -2.083 0.23 0.01 0.15
C 3.261 -2.177 -0.887 -0.24 0.06 0.01
C 1.860 -2.208 -0.903 0.11 0.04 -0.26
N 1.178 -2.206 0.320 0.13 -0.25 0.15
C 0.132 -1.430 0.645 -0.22 0.26 0.06
N -0.423 -1.641 1.840 0.41 -0.37 -0.07
C -1.472 -0.929 2.240 -0.17 0.21 -0.02
N -2.077 0.041 1.572 -0.42 0.31 -0.01
C -1.509 0.287 0.392 0.92 -0.79 -0.15
N -1.820 1.218 -0.538 0.17 -0.77 0.51
N -0.956 1.118 -1.562 -0.12 0.67 -0.86
N -0.124 0.183 -1.355 0.60 -0.22 -0.37
C -0.402 -0.395 -0.156 -1.10 0.60 0.85
C -2.843 2.228 -0.478 -0.21 0.32 0.05
C -2.508 3.235 0.592 -0.02 0.10 -0.12
C -2.951 3.034 1.894 -0.05 0.14 -0.01
C -2.616 3.919 2.903 -0.03 0.00 0.05
C -1.830 5.023 2.622 0.01 -0.03 -0.01
C -1.372 5.236 1.334 0.04 0.01 -0.08
C -1.706 4.342 0.329 -0.10 -0.01 0.25
Cl -1.101 4.625 -1.269 0.07 0.08 -0.13
H -0.754 6.089 1.103 0.05 0.07 -0.05
H -1.565 5.718 3.404 0.02 0.07 0.06
H -2.967 3.745 3.909 -0.04 -0.02 0.09
H -3.546 2.161 2.110 -0.05 -0.06 0.01
H -2.887 2.695 -1.464 -0.06 -0.16 0.13
H -3.796 1.743 -0.246 0.10 0.07 -0.08
C -2.027 -1.270 3.585 -0.01 0.04 0.00
H -2.759 -0.525 3.880 -0.04 0.00 0.05
H -1.221 -1.318 4.312 0.03 -0.03 0.08
H -2.500 -2.249 3.543 -0.03 -0.08 0.05
H 1.576 -2.746 1.077 -0.15 0.08 -0.02
O 3.823 -2.161 0.359 -0.49 -0.02 -0.28
C 5.226 -2.114 0.455 0.29 0.00 0.03
H 5.447 -2.104 1.521 0.04 0.00 -0.09
H 5.630 -1.208 -0.006 -0.03 -0.04 0.00
H 5.690 -2.994 -0.002 -0.02 0.05 0.01
H 5.040 -2.124 -2.096 0.10 0.00 0.05
H 3.815 -2.137 -4.208 0.04 0.00 -0.08
H 1.380 -2.266 -4.258 -0.09 0.00 -0.08
H -0.778 -1.330 -3.664 0.01 -0.03 0.02
H -0.727 -3.102 -3.930 0.00 0.04 0.04

***

Record 5
7
Properties=species:S:1:pos:R:3:forces:R:3 method="wB97M-V/def2-TZVPD" s2=2.01 multiplicity=3 lumo_energy_ev="0.2 / -1.7"
N 0.091 -0.260 -1.363 0.04 0.42 1.02
N -0.671 0.733 1.127 -2.16 2.66 -0.83
O -0.314 -0.039 -2.434 -0.25 -0.10 -1.24
O 0.785 -1.067 -0.843 0.32 -0.77 -1.25
F -1.823 0.024 0.768 0.63 -0.68 0.39
S 0.558 -0.140 1.594 0.18 -2.64 2.33
H 1.374 0.750 1.153 1.25 1.13 -0.42

***

Record 6
12
Properties=species:S:1:pos:R:3:forces:R:3 method="wB97M-V/def2-TZVPD" lumo_energy_ev=0.0 smiles=O[C@H]1Cn2nnnc21
C 1.519 0.065 0.418 -3.63 -5.51 1.70
C 0.898 1.307 -0.100 -1.32 7.97 -1.31
C -0.048 -0.553 0.217 -0.59 2.00 0.15
H 3.137 -0.446 -0.362 -2.05 -1.80 -0.65
H 1.631 -0.085 1.658 0.48 1.07 -3.47
H 0.761 1.976 -1.178 1.46 -3.19 2.01
H 1.225 2.382 0.447 -1.25 -3.11 -0.26
N -0.463 0.722 0.093 0.69 0.30 0.71
N -1.812 0.845 -0.113 1.72 -3.84 0.27
N -2.129 -0.456 -0.093 -0.52 0.77 -0.68
N -1.086 -1.383 0.018 0.29 2.61 0.94
O 2.182 -0.855 -0.389 4.74 2.74 0.60